Arrangement 1

This record from OMol25 describes C6H5NO in the gas phase. The level of theory is ωB97M-V/def2-TZVPD.

Geometry as ORCA input:
```
! RIJCOSX wB97M-V def2-TZVPD def2/J DEFGRID3
* xyz 0 1
C 1.6054 -0.1484 1.2609
C 1.0717 1.0226 0.9414
C -0.2175 0.6689 0.3329
O -0.6247 1.1182 -0.9585
N -1.3106 0.1084 -1.5440
C -1.1871 -0.9661 -0.8962
C -0.2548 -0.6986 0.2597
C 0.8721 -1.2687 0.6124
H 2.5695 -0.2513 1.7816
H 1.3722 1.9492 1.3727
H -0.9333 1.0327 1.1530
H -1.4220 -1.8919 -1.3096
H 1.2461 -2.2012 0.4121
*
```

Computed properties:
Orbital gap = 9.271 eV
HOMO energy = -8.88 eV
Structure (SMILES) = C1=C[C@H]2ON=CC2=C1

Arrangement 2

This record from OMol25 describes a molecular structure, C6H5NO. The level of theory is ωB97M-V/def2-TZVPD.

Geometry as ORCA input:
```
! RIJCOSX wB97M-V def2-TZVPD def2/J DEFGRID3
* xyz 0 1
C 2.0222 0.4150 0.1605
C 0.6939 -0.9070 -0.3601
C -1.4651 -1.1667 0.0043
C -1.8202 0.2184 -0.3206
C -0.6235 1.0824 -0.0794
C 0.5299 0.4735 -0.2772
H 2.0795 0.4950 1.3906
H 2.7711 1.0209 -0.3328
H -2.3832 -1.9558 0.1437
H -2.8231 0.8995 0.0106
H -0.7241 2.2471 -0.1195
N -0.3434 -1.7436 0.1222
O 2.0859 -1.0788 -0.3421
*
```

Computed properties:
Orbital gap = 9.166 eV
HOMO energy = -8.94 eV

Structures ranked by computed energy, the most stable listed first: arrangement 1, arrangement 2.

Arrangement 1

This record from OMol25 describes C6H5NO in the gas phase. The level of theory is ωB97M-V/def2-TZVPD.

Geometry as ORCA input:
```
! RIJCOSX wB97M-V def2-TZVPD def2/J DEFGRID3
* xyz 0 1
O 3.5930 0.5024 -0.0763
C 2.5588 -0.0212 -0.0779
C 1.4552 -0.7432 0.0540
C 0.1314 -0.3436 -0.0916
C -0.8931 -1.1954 -0.0800
N -2.1532 -0.5471 -0.0285
C -1.9321 0.7141 0.0237
C -0.4721 1.0202 -0.0443
H 1.5456 -1.8396 0.3704
H -0.7693 -2.2233 -0.0948
H -2.8604 1.2335 0.0850
H -0.1209 1.7594 -0.7590
H -0.0830 1.6838 0.7194
*
```

Computed properties:
Orbital gap = 8.363 eV
HOMO energy = -8.00 eV
Structure (SMILES) = O=C=CC1=CN=CC1

Arrangement 2

This record from OMol25 describes C6H5NO in the gas phase. The level of theory is ωB97M-V/def2-TZVPD.

Geometry as ORCA input:
```
! RIJCOSX wB97M-V def2-TZVPD def2/J DEFGRID3
* xyz 0 1
C 1.5815 -0.4988 -0.5980
C 0.7998 -1.4385 0.0348
C -0.3150 -0.5689 0.4739
N -1.6246 -0.9466 0.9756
C -2.2481 0.1510 0.6262
O -1.6700 1.1335 0.0333
C -0.3449 0.7564 0.0589
C 0.8449 1.0740 -0.6545
H 2.6517 -0.5152 -0.8914
H 1.1180 -2.4294 0.5303
H -3.1104 0.3460 1.0004
H 1.8425 1.5417 0.0583
H 0.4744 1.3946 -1.6478
*
```

Computed properties:
Orbital gap = 9.447 eV
HOMO energy = -8.54 eV
Structure (SMILES) = C1=Cc2ncoc2C1

Arrangement 3

This record from OMol25 describes C6H5NO in the gas phase. The level of theory is ωB97M-V/def2-TZVPD.

Geometry as ORCA input:
```
! RIJCOSX wB97M-V def2-TZVPD def2/J DEFGRID3
* xyz 0 1
N 1.4913 0.7705 -2.7207
C 1.0398 0.6620 -1.6185
C 0.5931 0.4353 -0.3465
C 1.0918 -0.8180 0.3628
C -0.3383 -0.6939 -0.2845
C -1.3406 -0.3336 0.7284
C -1.1217 0.9460 0.9678
O 0.0921 1.5471 0.4183
H 0.9046 -0.8149 1.4233
H 2.0092 -1.2693 -0.1404
H -0.4395 -1.2231 -1.3284
H -2.3695 -0.8864 0.7588
H -1.6123 1.6783 1.7795
*
```

Computed properties:
Orbital gap = 10.337 eV
HOMO energy = -9.52 eV
Structure (SMILES) = N#C[C@]12C[C@H]1C=CO2

Structures ranked by computed energy, the most stable listed first: arrangement 1, arrangement 3, arrangement 2.